Record 1
DFT (ωB97M-V with the def2-TZVPD basis set) results for 2 unconnected molecules or ions with the total composition C7H14N2 at a distorted geometry.

```
23
Properties=species:S:1:pos:R:3:forces:R:3:nbo_charge:R:1
N 1.2559 0.1214 1.6529 0.3 -0.3 0.3 -0.429
N 0.7369 2.0106 0.5807 0.1 0.0 0.6 -0.500
C 1.9485 1.6825 0.1771 0.1 0.6 -0.4 0.133
C 0.3525 1.0399 1.5252 -0.4 0.2 -0.5 0.343
C -1.9036 -0.4058 -1.1843 -0.5 -0.3 0.9 -0.384
C -1.7175 -1.7988 -1.8074 -0.4 1.0 0.0 -0.607
C -2.8222 -0.4116 0.0485 -0.3 -0.1 -0.4 -0.612
C 3.5698 -0.2343 0.9051 0.4 -0.5 0.4 -0.704
C 2.3085 0.4754 0.8827 -0.5 0.0 0.0 0.326
H -0.6047 1.0553 2.0245 0.0 0.1 0.0 0.252
H -1.7528 -2.5446 -1.0239 0.2 -0.3 0.1 0.209
H 2.4603 2.3245 -0.5288 0.3 -0.3 0.1 0.260
H -2.5929 -1.2085 0.7595 0.2 0.1 0.0 0.206
H 4.3872 0.2843 0.4218 0.1 0.1 0.0 0.258
H -2.8454 0.5497 0.5656 0.1 0.0 0.0 0.188
H -2.3171 0.3475 -1.8541 0.2 -0.1 -0.4 0.207
H -3.8436 -0.5769 -0.2923 -0.1 -0.1 0.1 0.222
H 3.7878 -0.5218 1.9436 0.1 0.5 0.0 0.294
H 0.3201 2.9166 0.4055 -0.3 -0.2 -0.1 0.463
H -0.9313 -0.0695 -0.8651 0.6 0.4 0.1 0.149
H -0.7595 -1.8045 -2.3217 -0.1 -0.4 -0.2 0.208
H -2.5307 -1.9991 -2.5002 0.1 -0.2 -0.2 0.220
H 3.4939 -1.2323 0.4851 -0.3 -0.2 -0.6 0.300
```
Positions in Å, forces in eV/Å.

Calculated values
* DFT total energy: -384.32295 a.u.
* orbital gap (spin up / spin down): 10.57 / 6.56 eV
* highest occupied orbital energy (spin up / spin down): -0.527 / -0.527 hartree
* total charge: +1
* energy relative to the best compared isomer or geometry (same formula, charge and spin): 2.8 kcal per mole
* 2S+1: 2


Record 2
DFT (ωB97M-V with the def2-TZVPD basis set) results for a molecular structure, C35H28CdN6O6.

```
76
Properties=species:S:1:pos:R:3:forces:R:3:lowdin_charge:R:1
Cd 0.0635 0.1839 -0.5868 -0.5 0.0 0.1 1.385
O 1.0963 1.0351 1.5853 0.0 0.1 -0.1 -0.129
O 1.8815 -6.6865 -2.8652 0.0 0.0 0.0 -0.092
O 4.4213 -0.7871 -1.0350 0.1 0.0 0.0 0.018
O -2.0389 -0.8400 -0.9495 0.1 -0.1 0.1 -0.168
O 1.2995 -7.6402 -0.9747 0.0 0.0 0.0 -0.087
O -1.1211 3.8361 3.7430 -0.1 0.0 0.1 -0.103
N 1.4578 -6.6030 -1.6753 -0.1 0.0 0.0 -0.400
N 3.2479 -0.7359 0.9105 0.0 0.0 -0.1 0.176
N -0.9239 1.9548 2.0453 0.1 -0.2 -0.1 0.061
N 0.1968 -1.7637 0.8199 0.0 0.0 -0.1 0.039
N 1.0037 -1.7047 -1.7559 0.1 0.0 0.0 0.048
N -1.5326 1.1408 1.1214 0.0 -0.1 0.0 0.003
C 1.2774 -4.1090 -1.8332 0.0 0.0 0.0 -0.041
C 0.4683 -2.9276 0.2142 0.0 0.0 0.0 -0.174
C 0.3395 -4.1751 0.8617 0.0 0.0 0.0 -0.158
C 2.6035 1.5950 -1.4715 0.5 0.2 -0.2 -0.008
C -0.5598 3.1619 -1.6111 0.1 0.0 0.1 -0.182
C -5.6000 -0.7232 -1.4552 0.0 0.0 0.0 -0.132
C 1.4292 -1.6080 -3.0002 0.0 0.0 0.0 -0.150
C -0.4152 -2.9465 2.7918 0.0 0.0 0.0 -0.059
C 1.8075 -2.7207 -3.7361 0.0 0.0 0.0 -0.050
C -0.9858 1.4778 -3.2277 0.0 0.0 0.0 -0.172
C -0.4939 1.8091 -1.9598 0.1 0.0 -0.1 -0.258
C 0.4005 1.8463 2.2388 -0.1 0.0 0.0 -0.418
C -2.7906 1.3212 0.9697 0.0 0.0 0.0 -0.090
C 0.7998 4.4758 4.9525 0.0 0.0 0.0 -0.048
C 0.9535 2.7307 3.2747 0.0 0.0 0.0 -0.083
C 0.9289 -2.9087 -1.1666 0.0 0.0 0.0 -0.148
C -1.5490 3.7673 -3.7217 0.0 0.0 0.0 -0.139
C -3.2393 -0.4602 -0.8028 0.0 0.0 0.0 -0.407
C 2.9270 3.4093 4.5194 0.0 0.0 0.0 -0.138
C -1.0792 4.1285 -2.4654 0.0 0.0 0.0 -0.128
C 3.7854 -0.1650 -0.2001 0.0 0.0 0.0 -0.579
C -0.2338 -1.7614 2.0663 0.0 0.0 0.0 -0.139
C -3.6689 0.5911 0.0838 0.0 0.0 0.0 -0.151
C -5.9984 0.3190 -0.6018 0.0 0.0 0.0 -0.149
C 1.1416 -5.3717 -1.1150 0.0 0.0 0.0 -0.126
C -4.2862 -1.0974 -1.5503 0.0 0.0 0.0 -0.039
C -0.1290 -4.1450 2.1968 0.0 0.0 0.0 -0.024
C 1.7304 -3.9683 -3.1573 0.0 0.0 0.0 0.006
C -1.5009 2.4325 -4.0996 0.0 0.0 0.0 -0.128
C 0.1236 3.6795 3.9707 0.1 0.1 0.0 -0.398
C -5.0266 0.9451 0.1445 0.0 0.0 0.0 -0.092
C 2.1397 4.3426 5.2116 0.0 0.0 0.0 -0.135
C 2.3169 2.6241 3.5651 0.0 0.0 0.0 -0.059
C 3.5295 1.3266 -0.3357 -0.1 0.0 0.1 -0.201
C 0.6705 -5.3680 0.1966 0.0 0.0 0.0 0.018
H 3.2100 -1.7442 0.9024 0.0 0.0 0.0 0.101
H -1.1229 5.1652 -2.1472 0.0 0.0 0.0 0.086
H -3.2797 2.0957 1.5718 0.0 0.0 0.0 0.125
H 2.1578 -2.6039 -4.7529 0.0 0.0 0.0 0.098
H 2.8940 1.8895 3.0158 0.0 0.0 0.0 0.100
H 3.1133 1.7334 0.5852 0.0 0.0 0.0 0.078
H 2.5991 4.9735 5.9672 0.0 0.0 0.0 0.085
H -3.9778 -1.8990 -2.2111 0.0 0.0 0.0 0.099
H -0.4427 -0.7934 2.5010 0.0 0.0 0.0 0.089
H 2.0101 -4.8568 -3.6966 0.0 0.0 0.0 0.089
H -1.3952 2.6767 2.6343 -0.1 0.1 0.0 0.096
H -5.3073 1.7500 0.8187 0.0 0.0 0.0 0.096
H -1.0003 0.4373 -3.5411 0.0 0.0 0.0 0.073
H 2.4714 -0.2500 1.3500 0.1 0.0 0.1 0.043
H 2.2406 2.6024 -1.6172 -0.2 -0.1 0.1 0.039
H 3.9842 3.3078 4.7288 0.0 0.0 0.0 0.078
H -0.7779 -2.8959 3.8102 0.0 0.0 0.0 0.097
H -0.2544 -5.0807 2.7293 0.0 0.0 0.0 0.109
H 2.7045 0.9865 -2.3609 -0.1 -0.1 0.0 0.036
H -0.2038 3.4820 -0.6341 0.0 0.0 0.0 0.080
H 1.4580 -0.6104 -3.4241 0.0 0.0 0.0 0.092
H -1.8788 2.1310 -5.0715 0.0 0.0 0.0 0.085
H 4.5044 1.8087 -0.5016 0.0 0.0 -0.1 0.119
H -7.0362 0.6189 -0.5310 0.0 0.0 0.0 0.075
H 0.5687 -6.3155 0.7020 0.0 0.0 0.0 0.102
H 0.1951 5.1998 5.4866 0.0 0.0 0.0 0.094
H -1.9579 4.5154 -4.3920 0.0 0.0 0.0 0.081
H -6.3442 -1.2411 -2.0528 0.0 0.0 0.0 0.086
```
Positions in Å, forces in eV/Å.

Calculated values
* DFT total energy: -2298.26383 a.u.
* orbital gap (spin up / spin down): 6.69 / 5.50 eV
* highest occupied orbital energy (spin up / spin down): -0.088 / -0.042 hartree
* total charge: -2
* energy relative to the best compared isomer or geometry (same formula, charge and spin): 0.0 kcal per mole


Record 3
DFT (ωB97M-V with the def2-TZVPD basis set) results for 2 unconnected molecules or ions with the total composition C2H5NO at a distorted geometry.

```
9
Properties=species:S:1:pos:R:3:forces:R:3:nbo_charge:R:1
O -3.0784 0.0291 -0.4254 -2.8 -0.1 0.4 -0.499
N 1.2197 0.6278 -0.0339 2.7 -1.5 1.7 -0.638
C 1.6177 -0.4901 0.5298 -1.1 1.6 -3.4 -0.020
C -1.9623 0.3115 -0.1717 1.4 -0.8 -2.0 0.271
H 2.0281 -0.5214 1.4975 -0.6 0.1 1.7 0.167
H -1.2477 -0.2517 -0.8149 0.8 0.5 0.9 0.101
H 1.6290 -1.4520 -0.0266 0.6 0.5 0.1 0.142
H 1.4748 0.6265 -1.0313 -1.6 -0.6 0.0 0.350
H -1.6810 1.1202 0.4765 0.5 0.5 0.7 0.126
```
Positions in Å, forces in eV/Å.

Calculated values
* DFT total energy: -209.10233 a.u.
* orbital gap: 10.22 eV
* highest occupied orbital energy: -0.359 hartree
* total charge: 0
* SMILES: C=N.C=O
* energy relative to the best compared isomer or geometry (same formula, charge and spin): 75.3 kcal per mole


Record 4
DFT (ωB97M-V with the def2-TZVPD basis set) results for 3 unconnected molecules or ions with the total composition C2H10N2O3 at a distorted geometry.

```
17
Properties=species:S:1:pos:R:3:forces:R:3:nbo_charge:R:1
O -0.5144 2.4943 1.1424 -0.2 -0.3 -0.2 -0.619
O -2.0776 -2.7645 0.2197 0.1 0.3 0.1 -0.951
O 2.9051 -1.6648 -2.9348 -0.2 0.0 0.1 -0.944
N -1.9252 0.9882 0.1872 -0.6 -0.3 0.1 -0.832
N 1.5619 0.6084 1.2309 0.5 -0.1 -0.1 -0.820
C -0.7045 1.4079 0.6242 0.2 0.5 0.3 0.653
C 0.4418 0.4397 0.3414 -0.8 0.2 0.8 -0.320
H -2.1480 0.0037 0.2180 0.3 -0.1 -0.2 0.401
H -2.7197 1.5660 0.4137 0.2 0.2 0.1 0.393
H 1.2261 0.7976 2.1658 0.0 0.0 0.1 0.363
H 0.0374 -0.5629 0.4858 0.1 -0.2 -0.4 0.193
H 0.6832 0.6173 -0.6988 0.4 -0.3 -0.2 0.222
H 3.0286 -1.9544 -2.0228 0.1 0.1 -0.2 0.473
H 3.7398 -1.8084 -3.3903 0.0 0.0 0.2 0.471
H -1.6475 -3.0369 -0.5955 -0.1 -0.1 0.0 0.476
H 2.1292 1.4024 0.9720 -0.1 0.1 -0.1 0.364
H -2.7216 -3.4432 0.4359 0.0 -0.1 -0.1 0.477
```
Positions in Å, forces in eV/Å.

Calculated values
* DFT total energy: -417.44637 a.u.
* orbital gap: 9.70 eV
* highest occupied orbital energy: -0.338 hartree
* total charge: 0
* SMILES: NCC(N)=O.O.O
* energy relative to the best compared isomer or geometry (same formula, charge and spin): 17.0 kcal per mole


Record 5
DFT (ωB97M-V with the def2-TZVPD basis set) results for 2 unconnected molecules or ions with the total composition C31H29N4O2 at a distorted geometry.

```
66
Properties=species:S:1:pos:R:3:forces:R:3:nbo_charge:R:1
O 2.9479 -6.3160 1.3694 1.1 1.3 -2.2 -0.340
O 4.3117 -6.5502 -0.3583 -1.9 1.8 1.6 -0.345
N -3.1405 -1.9982 2.3320 -0.8 0.0 -0.2 -0.348
N 3.5223 -5.8667 0.3484 0.8 -3.9 1.1 0.482
N 3.6508 0.5846 -1.2426 -0.6 -0.9 -0.4 -0.324
N 1.9362 -0.1428 -2.4734 0.9 -0.4 0.7 -0.310
C 2.8807 -1.8500 -0.8380 -0.2 -1.1 0.8 -0.134
C -2.5590 5.1893 0.4533 0.5 -0.3 0.0 -0.220
C 4.3929 2.6993 -4.2584 -0.1 -0.1 1.0 -0.171
C 3.2783 -4.5152 -0.0391 -0.2 2.2 -0.9 0.057
C -1.3985 1.1913 1.8276 0.7 1.4 0.7 -0.449
C 2.4964 -3.6525 0.7638 0.5 -0.7 -0.4 -0.178
C -2.0548 -1.2203 2.0663 -0.6 1.7 0.1 -0.022
C -2.6430 2.7641 0.3282 -0.4 0.6 -0.8 -0.261
C -1.1768 3.7981 1.9084 -0.2 -0.2 -0.1 -0.248
C -6.5367 -0.5352 2.6759 0.6 -0.5 -0.1 -0.207
C 4.3024 1.0307 0.0046 0.3 0.0 0.9 -0.423
C -6.1906 0.7993 2.3590 0.9 0.2 -0.1 -0.234
C 3.8499 -4.0718 -1.2452 -0.4 -0.1 0.5 -0.154
C 3.5372 1.4353 -2.3707 0.2 -0.4 -0.4 0.168
C 2.8041 -0.4863 -1.4419 -1.4 2.2 -0.4 0.521
C 2.4732 0.9872 -3.1379 0.5 -0.3 -0.2 0.105
C -4.8373 1.1648 2.1441 -1.0 0.0 -0.1 -0.215
C -1.7481 2.6233 1.3795 -0.2 -0.2 -0.4 0.072
C 2.3478 1.4003 -4.4759 -0.1 0.3 -0.1 -0.212
C 3.5964 -2.7717 -1.6492 -0.4 1.0 0.1 -0.180
C -3.0279 4.0260 -0.1671 0.0 -0.1 0.5 -0.196
C 4.4910 2.2975 -2.9150 0.1 0.5 -0.2 -0.229
C 2.3197 -2.3151 0.3996 0.4 0.4 -1.0 -0.129
C 3.3246 2.2431 -5.0394 -0.8 -0.3 0.5 -0.184
C -1.5787 5.0723 1.4498 -0.1 -0.5 0.3 -0.206
C 0.5620 -0.6328 -2.7480 -0.6 -0.4 -0.1 -0.423
C -3.1393 -3.3940 2.7138 0.2 -0.1 0.0 -0.398
C -3.8572 0.1631 2.1003 -0.2 -0.8 0.6 -0.036
C -5.5621 -1.5578 2.6846 -1.1 0.8 0.0 -0.243
C -4.2729 -1.1886 2.3418 1.0 0.2 0.2 0.126
C -2.4173 0.1231 1.9732 -0.8 -1.2 0.1 -0.112
H -0.1954 -0.2463 -2.0314 0.9 -0.2 0.0 0.239
H -2.5415 -3.5528 3.6185 -0.1 0.1 -0.1 0.205
H 5.3062 2.5987 -2.2732 0.2 0.2 -0.2 0.231
H 4.4623 -4.7266 -1.8651 -0.3 0.1 0.3 0.275
H -4.5423 2.2113 2.0019 -0.3 -0.5 0.0 0.225
H 1.7460 -1.6471 1.0535 0.3 -0.3 -0.4 0.233
H -5.7923 -2.5922 2.9619 -0.2 0.6 -0.2 0.214
H -0.7396 0.7249 1.1307 1.1 0.2 -0.9 0.199
H -0.4186 3.6801 2.6900 -0.3 0.3 -0.2 0.209
H 5.1284 3.3710 -4.7144 -0.2 -0.4 0.4 0.244
H 2.0615 -4.0964 1.6617 0.1 0.4 -0.2 0.270
H 3.2595 2.5748 -6.0819 -0.1 -0.3 0.5 0.245
H -2.7357 -4.0306 1.9184 -0.2 0.1 0.1 0.201
H 3.5728 1.4194 0.7388 -0.1 -0.5 -0.5 0.232
H -1.0684 -1.6255 1.9911 0.3 -0.3 0.1 0.189
H 0.4584 -1.7380 -2.7946 0.4 0.8 0.0 0.243
H -3.7221 4.1183 -1.0073 0.2 -0.2 0.4 0.218
H -2.9091 6.1858 0.1569 0.2 -0.5 0.0 0.223
H 1.5040 1.0327 -5.0528 0.3 0.1 -0.1 0.234
H -3.0584 1.8571 -0.1164 0.0 0.3 0.0 0.217
H -4.1672 -3.6859 2.9371 0.3 -0.1 -0.1 0.222
H 0.2350 -0.1933 -3.6984 0.4 -0.4 0.1 0.236
H 4.9109 0.2684 0.5322 -0.4 0.3 -0.7 0.245
H -6.9799 1.5680 2.2829 0.6 -0.5 0.3 0.222
H 3.9456 -2.4203 -2.6247 0.1 -0.2 0.4 0.235
H -1.1500 5.9781 1.8957 -0.2 -0.5 -0.1 0.221
H 4.9086 1.9147 -0.2075 0.2 -0.5 -0.3 0.239
H -7.5706 -0.7856 2.9315 0.4 0.1 -0.2 0.221
H -0.7929 1.3102 2.7414 -0.3 -0.2 0.0 0.213
```
Positions in Å, forces in eV/Å.

Calculated values
* DFT total energy: -1567.83933 a.u.
* orbital gap: 5.20 eV
* highest occupied orbital energy: -0.343 hartree
* total charge: +1
* energy relative to the best compared isomer or geometry (same formula, charge and spin): 0.6 kcal per mole


Record 6
DFT (ωB97M-V with the def2-TZVPD basis set) results for a molecular structure, C9H11ErFN at a distorted geometry.

```
23
Properties=species:S:1:pos:R:3:forces:R:3:nbo_charge:R:1
Er -2.3309 -3.5620 -1.4590 0.8 -1.9 -2.0 1.896
F 2.1244 -0.4690 2.2445 -0.3 0.1 0.3 -0.337
N 1.3428 1.7673 0.7697 -0.2 -0.2 0.0 -0.153
C 2.2861 0.8267 0.2257 0.0 0.4 -0.1 -0.352
C -2.1338 -0.6176 0.8477 -1.2 0.2 2.5 -0.151
C 0.2209 2.0779 -0.1035 0.5 0.2 0.3 -0.341
C -1.3146 -1.0758 -1.3584 -1.2 -2.2 0.0 -0.299
C -0.6284 0.8388 -0.1843 1.3 2.0 -0.7 0.159
C -0.5916 0.0493 -1.3044 1.1 0.8 -0.9 -0.210
C -2.1164 -1.4000 -0.2220 0.5 -2.0 -3.0 -0.291
C 2.2394 -0.5429 0.8883 0.7 -0.3 -0.3 0.070
C -1.3824 0.5162 0.8761 -0.6 0.1 1.7 -0.170
H 1.4549 -1.1843 0.4803 -0.4 0.1 0.1 0.119
H -1.2151 -1.6753 -2.2924 -0.2 0.3 0.3 0.167
H 0.5410 2.4211 -1.0901 0.1 -0.1 -0.2 0.218
H 0.0511 0.3584 -2.1088 0.0 -0.1 -0.4 0.259
H -2.7240 -2.3190 -0.2291 -0.8 2.2 2.1 0.031
H -0.3439 2.8818 0.3551 -0.1 0.1 0.1 0.236
H 3.1824 -1.0416 0.6658 0.1 -0.1 -0.1 0.189
H 2.2047 0.6669 -0.8560 -0.1 0.0 -0.1 0.171
H -2.7482 -0.8796 1.6935 -0.1 0.0 0.2 0.263
H -1.3957 1.1174 1.7689 0.1 0.3 0.1 0.271
H 3.2773 1.2454 0.3924 0.1 0.1 0.2 0.255
```
Positions in Å, forces in eV/Å.

Calculated values
* DFT total energy: -1518.35768 a.u.
* orbital gap (spin up / spin down): 4.93 / 5.14 eV
* highest occupied orbital energy (spin up / spin down): -0.551 / -0.556 hartree
* total charge: +2
* 2S+1: 4